Record 1
C4H5F3O in the gas phase at a distorted geometry, computed with ωB97M-V with the def2-TZVPD basis set.

Summary:
- Multiplicity: 1
- SMILES: O[C@H]1CC(F)(F)[C@@H]1F
- HOMO energy: -0.39098 Ha
- Strongest force on any atom: 3.86 eV/Å
- LUMO energy: 0.0207 hartree

XYZ file:
```
13
Properties=species:S:1:pos:R:3:forces:R:3:mulliken_charge:R:1
O -1.363 1.341 0.027 -2.2 1.5 -2.4 -0.5288
C -1.011 0.034 0.163 1.6 -1.8 3.0 0.0503
C -0.155 -0.576 -0.954 1.5 3.2 1.4 -0.9998
C 1.157 -0.272 -0.153 1.5 1.5 -1.1 1.1296
F 2.176 -1.152 -0.115 -0.8 -1.0 0.2 -0.3143
F 1.864 0.882 -0.555 -1.2 -0.3 -0.4 -0.3331
C 0.488 0.112 1.150 -2.8 -1.8 -1.1 -0.4502
F 0.662 -0.843 2.120 -0.3 0.2 -0.2 -0.3058
H -2.119 1.408 -0.666 1.9 0.0 1.7 0.3475
H -1.895 -0.570 0.472 0.9 0.1 0.3 0.3581
H -0.252 -1.551 -1.248 -0.5 -2.5 -0.4 0.3969
H -0.308 0.108 -1.754 0.5 0.2 -1.2 0.2767
H 0.756 1.079 1.515 -0.1 0.6 0.2 0.3729
```
Forces are in eV/Å.

=====

Record 2
C21H52O17 as an isolated structure at a distorted geometry, computed with ωB97M-V with the def2-TZVPD basis set.

Summary:
- Multiplicity: 1
- HOMO energy: -0.29610 Ha
- Strongest force on any atom: 11.41 eV/Å
- LUMO energy: 0.0114 hartree

XYZ file:
```
90
Properties=species:S:1:pos:R:3:forces:R:3:mulliken_charge:R:1
C -0.851 -3.765 5.875 0.1 0.1 0.8 -1.3435
C -0.948 -2.439 5.163 -0.9 -0.7 0.7 -0.3245
O -1.727 -2.784 3.974 0.6 0.8 -0.9 -0.3593
C -1.277 -2.461 2.754 0.1 -2.1 -1.8 0.1724
O -0.495 -1.581 2.480 -2.2 -2.1 0.7 0.1013
O -1.745 -3.412 1.835 0.4 0.8 4.1 -0.3636
C -1.694 -3.249 0.452 0.8 1.1 0.7 0.5741
H -0.211 -3.600 6.742 0.0 -0.4 0.2 0.4046
H -0.477 -4.599 5.280 0.3 0.4 -0.2 0.3418
H -1.836 -4.074 6.224 0.0 0.1 0.0 0.3216
H -0.018 -1.872 5.138 0.2 -0.8 -1.3 0.4329
H -1.542 -1.736 5.747 -0.5 -0.3 0.0 0.4304
H -0.693 -3.127 0.039 0.1 -0.8 1.5 0.0926
H -2.283 -2.359 0.229 2.4 -1.1 0.5 -0.1816
H -2.263 -4.051 -0.019 0.7 0.2 1.2 0.4805
C 4.222 -2.100 -3.474 0.5 -0.3 -1.2 -1.3527
C 3.265 -2.057 -2.328 1.3 -0.9 0.3 -0.1065
O 2.366 -1.014 -2.648 -1.1 -0.3 1.0 -0.0716
C 2.468 0.223 -2.169 1.3 0.3 -1.7 0.6861
O 3.445 0.757 -1.656 -2.9 -1.2 -0.8 -0.5616
O 1.298 0.875 -2.596 6.3 -3.6 -8.8 -0.0684
C 0.153 0.267 -3.173 -0.6 -2.0 -1.1 -1.0578
H 4.970 -2.893 -3.459 0.2 0.2 0.6 0.4356
H 4.674 -1.119 -3.619 0.3 -0.1 0.2 0.3096
H 3.715 -2.328 -4.411 -0.5 0.2 0.0 0.2812
H 3.784 -1.992 -1.372 -0.1 1.0 0.1 0.2772
H 2.754 -3.012 -2.209 -0.7 0.2 -0.4 0.3019
H 0.206 -0.026 -4.221 0.5 0.9 -0.1 0.4130
H -0.691 0.906 -2.916 0.8 0.4 -0.6 0.2849
H -0.098 -0.640 -2.622 0.7 0.5 -0.9 0.2068
C -0.046 6.734 -2.783 -0.1 -1.5 -1.0 -1.0763
C -1.243 5.779 -2.499 0.8 0.2 0.6 -0.2514
O -0.824 4.727 -1.568 -1.0 1.1 0.4 -0.4352
C -0.148 3.658 -1.942 1.6 0.5 -1.4 0.2466
O 0.215 3.452 -3.087 -0.3 -0.3 0.5 -0.6470
O 0.086 2.941 -0.870 -1.0 2.3 2.2 -0.3088
C 0.856 1.763 -0.772 0.5 4.5 2.3 -1.4884
H -0.264 7.566 -3.453 -0.5 0.3 0.6 0.3891
H 0.596 6.143 -3.436 0.3 -0.2 0.1 0.2707
H 0.572 6.991 -1.922 -0.5 0.2 0.1 0.2896
H -1.657 5.360 -3.416 0.3 -0.2 0.0 0.3154
H -2.072 6.240 -1.962 0.2 0.1 0.0 0.3159
H 0.745 1.225 -1.714 -1.9 2.2 4.9 0.0575
H 0.621 1.159 0.104 2.1 5.1 0.8 0.6942
H 1.841 2.202 -0.617 -0.1 -1.2 -1.5 1.5015
C -0.239 0.348 4.179 0.2 -0.5 -1.6 -1.2072
C -0.721 0.846 2.797 -2.1 2.3 2.5 -0.6442
O 0.326 1.120 1.938 1.2 0.2 -0.8 -0.4287
C 1.021 2.246 2.091 1.3 1.0 0.1 0.3428
O 0.850 3.110 2.904 -0.6 0.0 0.2 -0.6239
O 2.028 2.267 1.191 -0.2 -1.3 3.0 -0.1419
C 2.751 3.452 1.000 -0.6 1.2 0.4 -0.9042
H 0.300 -0.560 3.912 0.6 0.7 0.3 -0.0707
H -1.069 -0.095 4.729 -0.1 1.0 0.3 0.5197
H 0.424 1.052 4.683 -0.5 0.1 0.2 0.3986
H -1.226 1.811 2.852 -0.3 0.2 0.8 0.6309
H -1.497 0.226 2.348 0.8 -0.1 0.0 0.2841
H 2.095 4.105 0.424 0.4 0.0 -0.9 0.2694
H 3.692 3.143 0.545 -0.2 0.5 0.0 0.2239
H 2.832 4.067 1.896 0.6 -0.6 0.4 0.4185
C -3.515 -0.982 -0.177 0.5 0.6 -0.5 -0.2318
O -3.674 -2.388 -0.277 -5.0 0.7 -1.6 -0.5296
H -4.218 -0.372 -0.745 -0.5 -0.3 0.5 0.4948
H -3.465 -0.738 0.884 -0.2 0.2 -0.1 0.1294
H -2.576 -0.796 -0.698 -0.5 0.6 0.5 -0.0098
H -4.039 -2.513 -1.156 -0.2 -0.4 -0.2 0.3632
C 1.759 -1.274 1.400 3.6 -0.1 0.7 0.9481
O 3.214 -1.519 1.540 -0.7 0.0 -0.3 -0.6586
H 1.548 -0.228 1.621 0.4 -0.7 -0.2 -0.0813
H 1.519 -1.436 0.349 0.5 -0.7 0.4 -0.5550
H 1.243 -1.879 2.146 0.5 -0.1 -0.9 0.0929
H 3.537 -0.967 2.255 0.0 0.0 0.0 0.3754
C -0.464 -3.691 -2.056 1.1 -1.2 0.0 -0.3565
O -1.730 -4.295 -1.737 0.2 0.5 -2.6 -0.4331
H -0.303 -3.255 -3.042 -0.9 0.2 -0.3 0.4144
H -0.241 -2.922 -1.316 1.0 -1.4 -1.2 0.3241
H 0.223 -4.537 -2.048 0.7 0.3 0.4 0.3399
H -1.961 -4.645 -2.600 -0.7 -0.4 0.0 0.3490
C -2.064 1.608 -1.296 -0.3 -0.7 -1.1 -0.2827
O -2.891 0.875 -2.256 -0.4 0.9 0.6 -0.6219
H -1.404 0.893 -0.806 -0.8 1.2 -0.7 -0.0441
H -1.440 2.359 -1.779 -1.6 -0.9 -0.1 1.1563
H -2.660 2.079 -0.514 -0.4 0.0 -0.3 0.4022
H -2.379 0.677 -3.043 0.0 0.2 0.1 0.4796
C -0.443 -0.372 0.006 -0.6 -2.5 1.4 -0.3410
O -0.686 -1.056 -1.208 -0.5 -0.8 1.3 -1.3732
H 0.078 -0.940 0.776 -1.3 0.1 -1.4 -0.2532
H 0.191 0.471 -0.268 -2.9 -4.3 -0.8 0.3152
H -1.362 -0.068 0.507 0.1 0.0 -0.2 0.4626
H -1.114 -1.902 -1.058 -0.5 0.7 0.3 -0.5735
```
Forces are in eV/Å.

=====

Record 3
C22H15EuF2N4O4S as an isolated structure at a distorted geometry, computed with ωB97M-V with the def2-TZVPD basis set.

Summary:
- Charge: -1
- Multiplicity: 8
- HOMO energy (spin up / spin down): -0.07112 / -0.19775 Ha
- Strongest force on any atom: 3.45 eV/Å
- LUMO energy (spin up / spin down): 0.0940 / 0.0936 hartree
- <S²>: 15.78

XYZ file:
```
49
Properties=species:S:1:pos:R:3:forces:R:3:mulliken_charge:R:1
Eu 0.221 1.503 -0.509 -1.3 -2.9 1.3 1.1091
F -3.473 3.526 3.483 0.1 0.0 0.0 -0.3491
C -2.284 2.909 3.249 -0.1 0.0 0.6 0.4829
C -1.830 2.759 1.965 0.3 -0.2 0.5 -0.6405
C -0.609 2.112 1.779 0.6 -0.3 -1.1 0.1259
C 0.177 1.631 2.847 -1.6 0.9 0.5 -0.1949
C -0.379 1.821 4.122 0.6 -0.3 -0.2 0.4273
F 0.266 1.338 5.220 0.0 0.0 0.3 -0.3691
C -1.579 2.439 4.359 -0.4 0.3 -0.4 -0.9488
C 1.471 0.996 2.600 0.6 -0.3 -0.3 0.6456
C 2.495 0.923 3.561 -0.4 0.0 -0.2 -0.9686
C 3.682 0.310 3.239 0.3 -0.2 -0.3 -0.2524
C 3.865 -0.222 1.962 0.0 0.1 0.4 -0.9450
C 2.840 -0.076 1.056 -0.3 0.0 -0.1 0.1750
N 1.673 0.514 1.350 0.2 0.2 0.5 -0.0677
H -2.433 3.135 1.146 0.0 0.0 0.0 0.4649
H -1.963 2.542 5.363 0.0 0.0 0.0 0.4694
H 2.348 1.361 4.534 0.0 0.0 0.0 0.4117
H 4.474 0.248 3.977 0.0 0.0 0.0 0.4012
H 4.783 -0.713 1.669 0.0 0.0 0.0 0.4179
H 2.938 -0.448 0.043 0.0 0.0 0.0 0.2259
O 0.650 3.744 -0.907 0.3 0.6 -0.3 -0.6390
C 1.325 3.133 -1.790 0.1 0.7 -0.5 0.7730
O 2.190 2.283 -1.418 0.7 0.3 -0.5 -0.5485
C 0.547 2.820 -3.104 -0.1 0.0 0.2 0.5332
O 0.692 3.320 -4.193 0.0 0.0 -0.1 -0.6984
O -0.279 1.903 -2.693 0.2 0.7 -0.8 -0.5390
C -4.735 -1.314 -1.383 0.0 0.0 0.0 -0.8796
N -3.458 -1.911 -1.711 0.0 0.0 0.0 0.2215
C -3.268 -3.026 -2.491 0.1 -0.1 0.0 -0.4423
C -1.937 -3.219 -2.586 -0.1 0.1 0.0 -0.5284
N -1.308 -2.222 -1.845 0.0 0.0 -0.2 0.3540
C -2.252 -1.414 -1.308 -0.1 0.2 0.3 0.0256
S -2.139 -0.134 -0.187 -0.1 -0.1 0.1 -0.4750
C 0.102 -2.088 -1.797 0.3 0.2 0.2 0.0528
C 0.883 -3.239 -1.934 -0.3 0.0 0.1 -0.5543
C 2.222 -3.152 -2.217 0.4 0.2 -0.1 -0.7928
C 2.764 -1.828 -2.416 -0.4 -0.6 0.1 -0.5262
C 1.934 -0.771 -2.183 0.2 0.5 -0.1 -0.6082
N 0.632 -0.799 -1.799 0.1 -0.3 0.3 0.1055
H -5.519 -1.988 -1.723 0.0 0.0 0.0 0.3011
H -4.841 -0.345 -1.870 0.0 0.0 0.0 0.3124
H -4.813 -1.163 -0.309 0.0 0.0 0.0 0.3347
H -4.090 -3.576 -2.914 0.0 0.0 0.0 0.4125
H -1.370 -3.933 -3.151 0.0 0.0 0.0 0.4508
H 0.419 -4.212 -1.799 0.0 0.0 0.0 0.4332
H 2.836 -4.041 -2.287 0.0 0.0 0.0 0.3800
H 3.789 -1.663 -2.716 0.0 0.0 0.0 0.4152
H 2.341 0.229 -2.286 0.0 0.1 0.0 0.5055
```
Forces are in eV/Å.

=====

Record 4
A 2-piece molecular cluster, C2H8N2O2S overall at a distorted geometry, computed with ωB97M-V with the def2-TZVPD basis set.

Summary:
- Multiplicity: 1
- HOMO energy (spin up / spin down): -0.34376 / -0.28969 Ha
- Strongest force on any atom: 2.74 eV/Å
- LUMO energy (spin up / spin down): 0.0024 / -0.0096 hartree

XYZ file:
```
15
Properties=species:S:1:pos:R:3:forces:R:3:mulliken_charge:R:1
C 1.124 0.564 -1.258 -0.7 -1.5 -1.5 -0.8601
C -0.380 -0.629 0.907 -0.9 1.0 -1.8 -0.2093
N -1.695 0.468 -0.860 0.3 0.1 1.9 -0.6500
N -0.484 0.361 1.820 2.4 0.2 -1.1 -0.3194
O 1.049 -2.048 -0.856 -0.2 1.5 1.0 -0.6519
O 2.277 -0.626 0.771 -0.2 0.5 0.2 -0.5953
S 1.160 -0.782 -0.125 -0.7 -2.5 -0.8 1.0298
H 2.079 0.583 -1.803 -0.1 0.2 0.7 0.3534
H 0.272 0.450 -1.987 0.9 0.1 1.1 0.3341
H 0.900 1.320 -0.568 0.0 1.9 0.3 0.3431
H -0.966 -1.546 0.966 0.2 0.3 0.0 0.4283
H -2.425 0.794 -0.187 0.7 -0.3 -0.3 0.1933
H -2.188 -0.266 -1.334 -0.3 -0.8 -0.5 0.1917
H 0.329 0.967 1.905 -0.3 -0.1 -0.1 0.1983
H -1.053 0.391 2.612 -1.2 -0.5 1.0 0.2138
```
Forces are in eV/Å.

=====

Record 5
C4H5FO2 in the gas phase at a distorted geometry, computed with ωB97M-V with the def2-TZVPD basis set.

Summary:
- Multiplicity: 1
- SMILES: O[C@@]1(F)CC=CO1
- HOMO energy: -0.35452 Ha
- Strongest force on any atom: 5.23 eV/Å
- LUMO energy: 0.0321 hartree

XYZ file:
```
12
Properties=species:S:1:pos:R:3:forces:R:3:mulliken_charge:R:1
O -1.745 0.710 1.052 1.8 0.2 -0.1 -0.4955
C -0.962 0.124 0.104 2.2 2.0 -3.0 0.7794
F -1.776 0.139 -1.089 0.7 -0.7 0.9 -0.3378
C 0.567 0.962 -0.458 -3.3 -3.0 2.8 -0.7779
C 1.492 -0.254 -0.247 1.5 2.0 -1.9 -0.0599
C 0.825 -1.331 0.081 -1.3 -0.4 2.2 -0.3344
O -0.540 -1.159 0.372 -0.3 0.1 -0.2 -0.3818
H -2.476 0.126 1.191 -1.0 -0.6 0.3 0.3133
H 0.639 1.760 0.236 0.8 0.7 0.9 0.3113
H 0.240 1.414 -1.361 0.4 -0.3 -1.3 0.3391
H 2.613 -0.230 -0.449 -1.8 -0.1 0.4 0.2891
H 1.122 -2.261 0.566 0.4 0.1 -0.9 0.3551
```
Forces are in eV/Å.

=====

Record 6
C3H9N3S in the gas phase at a distorted geometry, computed with ωB97M-V with the def2-TZVPD basis set.

Summary:
- Multiplicity: 1
- SMILES: CC(=S)NN(C)N
- HOMO energy: -0.32241 Ha
- Strongest force on any atom: 6.07 eV/Å
- LUMO energy: 0.0113 hartree

XYZ file:
```
16
Properties=species:S:1:pos:R:3:forces:R:3:mulliken_charge:R:1
C 1.512 1.655 -0.113 -1.3 1.4 0.0 -0.8209
C 1.696 0.229 -0.118 -5.3 -2.4 1.6 0.2981
S 2.968 -0.518 -0.596 2.4 -1.7 -0.7 -0.3255
N 0.475 -0.570 0.487 1.7 1.3 -0.8 -0.3304
N -0.862 -0.210 0.245 0.1 1.0 -0.3 0.1426
C -1.376 -0.660 -1.023 1.7 -2.8 -0.3 -0.8759
N -1.734 -0.632 1.296 0.5 2.9 1.6 -0.7147
H 1.111 1.888 0.887 0.5 0.4 -0.2 0.2657
H 0.667 1.974 -0.796 1.2 -0.3 0.4 0.2273
H 2.505 2.073 -0.351 -0.9 0.4 0.2 0.3427
H 0.495 -1.583 0.455 1.2 -0.2 -0.4 0.3101
H -1.364 -1.798 -1.164 0.1 0.9 0.6 0.2881
H -2.370 -0.396 -1.166 -1.7 0.9 -0.1 0.3578
H -0.749 -0.327 -1.831 0.2 0.6 -0.3 0.2936
H -1.286 -1.367 1.841 0.1 -0.2 -0.2 0.2716
H -1.689 0.241 1.946 -0.5 -2.2 -1.1 0.2697
```
Forces are in eV/Å.

=====

Record 7
CH5N2O2 as an isolated structure at a distorted geometry, computed with ωB97M-V with the def2-TZVPD basis set.

Summary:
- Charge: -1
- Multiplicity: 1
- HOMO energy: -0.07634 Ha
- Strongest force on any atom: 4.31 eV/Å
- LUMO energy: 0.1799 hartree

XYZ file:
```
10
Properties=species:S:1:pos:R:3:forces:R:3:mulliken_charge:R:1
C 1.478 0.256 -0.026 -1.0 -2.5 -3.4 -0.8465
N -1.880 0.266 0.213 -0.6 3.3 0.0 -0.4400
N 0.214 -0.674 -0.792 0.6 1.5 -0.9 0.1133
O -0.287 -1.562 -0.085 1.0 -0.6 0.8 -0.6687
O -0.981 0.579 -0.825 -0.7 -0.3 0.9 -0.4046
H 1.262 -0.101 0.940 0.7 -0.1 1.4 0.3750
H 2.273 -0.225 -0.704 -0.6 0.8 1.9 0.2497
H 1.320 1.296 -0.265 -0.1 0.1 0.2 0.1896
H -1.647 0.843 1.066 0.1 -0.7 -1.0 0.1665
H -1.751 -0.679 0.478 0.6 -1.5 0.1 0.2656
```
Forces are in eV/Å.

=====

Record 8
C22H18I2N4O6ReS3 as an isolated structure at a distorted geometry, computed with ωB97M-V with the def2-TZVPD basis set.

Summary:
- Multiplicity: 4
- HOMO energy (spin up / spin down): -0.28839 / -0.28252 Ha
- Strongest force on any atom: 4.26 eV/Å
- LUMO energy (spin up / spin down): -0.0936 / -0.1007 hartree
- <S²>: 3.79

XYZ file:
```
56
Properties=species:S:1:pos:R:3:forces:R:3:mulliken_charge:R:1
Re 0.671 0.814 1.276 -2.0 0.8 -0.6 1.1907
S 3.150 2.008 2.878 0.0 -0.2 1.6 -0.2825
C 1.635 2.447 3.364 0.9 -0.6 0.8 0.4167
N 0.575 2.347 2.531 -0.2 0.7 0.7 0.1094
C -0.483 3.205 2.980 -0.9 -0.2 -1.1 0.2132
C -1.574 3.720 2.185 1.1 -0.9 2.3 -0.3828
C -2.415 4.611 2.843 -0.7 0.3 -1.2 -0.4702
C -2.266 4.982 4.197 -0.3 -0.1 -0.5 -0.6952
C -1.233 4.438 4.918 0.7 -0.3 0.4 -0.3382
C -0.302 3.566 4.309 -1.3 1.1 0.0 0.4861
S 1.194 2.987 4.995 0.1 0.1 -1.1 -0.1987
H -1.763 3.287 1.212 0.0 0.5 0.1 0.3669
H -3.210 5.035 2.192 0.4 -0.2 0.9 0.3165
H -2.963 5.672 4.707 0.5 -0.5 -0.6 0.3457
H -1.123 4.713 5.964 0.1 -0.1 -0.1 0.3637
O -0.054 2.410 0.095 -2.0 -2.3 -3.0 -0.3433
N -0.877 1.947 -0.958 2.7 1.3 3.0 -0.6784
N -0.730 0.745 -1.208 1.2 -0.5 2.2 1.1109
O 0.126 -0.082 -0.443 -1.4 1.2 -2.2 -0.2230
C -1.367 0.233 -2.368 0.7 0.0 -1.5 -0.0076
C -1.273 -1.118 -2.637 -0.1 -0.8 0.1 0.2692
C -1.619 -1.615 -3.907 0.4 1.5 -0.4 -0.7638
C -1.835 -0.637 -4.897 -0.3 -0.4 1.0 -0.4532
C -1.945 0.746 -4.609 0.1 -0.7 -0.9 -0.6024
C -1.709 1.203 -3.357 -0.2 -0.9 1.5 -0.3195
H -0.862 -1.807 -1.896 -0.3 0.4 0.0 0.2538
H -1.575 -2.695 -4.141 0.0 0.9 0.2 0.4084
H -1.938 -0.967 -5.900 -0.2 -0.1 -0.8 0.4075
H -2.150 1.488 -5.385 0.0 -0.5 0.1 0.3724
H -1.815 2.242 -3.089 0.2 0.0 -0.1 0.4313
C 2.056 -3.567 -3.888 -0.5 0.4 0.3 -1.4364
C 1.869 -3.339 -2.364 1.7 0.6 -1.4 0.9350
C 0.845 -3.854 -1.606 0.2 0.1 0.1 -0.9580
C 0.798 -3.593 -0.232 0.0 -0.2 0.0 -0.1414
C 1.782 -2.820 0.373 -0.9 0.7 0.2 -0.1501
C 2.816 -2.298 -0.411 1.2 0.3 1.2 -0.7000
C 2.861 -2.545 -1.761 -0.5 -0.5 -0.3 -0.6831
S 1.597 -2.231 2.115 0.2 -1.4 -0.4 1.1432
O 2.847 -1.671 2.463 1.1 0.8 0.0 -0.6397
O 1.049 -3.253 2.969 -0.3 0.3 -0.8 -0.6918
N 0.496 -0.940 2.158 -1.3 -0.4 -0.1 -0.4504
C -0.932 -1.315 2.722 1.5 2.3 -0.9 -0.3298
C -1.881 -0.309 2.093 -1.5 0.6 -0.3 0.3641
O -3.082 -0.463 2.150 0.7 -0.2 0.1 -0.6558
O -1.366 0.758 1.481 1.0 -0.9 1.0 -0.3305
H 1.105 -3.976 -4.273 0.5 0.1 -0.2 0.3257
H 2.905 -4.243 -4.171 -0.8 0.5 0.6 0.3428
H 2.258 -2.582 -4.390 -0.3 -0.8 0.5 0.2753
H 0.111 -4.434 -2.143 -0.3 -0.3 0.4 0.4045
H 0.047 -4.074 0.365 -0.4 0.1 0.2 0.5029
H 3.674 -1.812 0.095 -0.9 0.1 -0.4 0.4812
H 3.611 -2.108 -2.415 0.1 -0.2 0.5 0.7271
H -0.882 -1.092 3.789 -0.1 -0.4 0.0 0.3235
H -1.369 -2.276 2.508 0.7 -0.6 -0.1 0.3982
I 2.996 1.570 -0.012 -0.1 -0.8 -1.4 -0.1072
I 3.519 0.546 -3.467 -0.2 0.4 0.4 -0.2532
```
Forces are in eV/Å.